[1]
18
Properties=species:S:1:pos:R:3 method="wB97M-V/def2-TZVPD" total_charge=0 e_above_lowest_kj_mol=71.7 lumo_ev=0.927 smiles=CCO.NCN largest_force_ev_per_a=1.8 homo_ha=-0.3413
C 3.49 -0.83 0.13
C 3.19 -0.10 -1.15
O 4.22 0.91 -1.27
H 3.57 -0.26 1.04
H 2.71 -1.55 0.42
H 4.40 -1.42 0.06
H 2.25 0.45 -1.14
H 3.26 -0.71 -2.04
H 4.49 1.03 -2.19
N -3.55 1.31 0.70
C -3.12 -0.08 0.75
N -4.07 -1.19 0.87
H -4.08 1.50 -0.14
H -4.12 1.52 1.51
H -2.51 -0.17 -0.16
H -2.39 -0.22 1.55
H -4.50 -1.09 1.78
H -4.77 -1.08 0.15

---

[2]
18
Properties=species:S:1:pos:R:3 method="wB97M-V/def2-TZVPD" total_charge=0 e_above_lowest_kj_mol=130.5 lumo_ev=0.856 smiles=NCCCN.O largest_force_ev_per_a=3.5 homo_ha=-0.3257
N 2.73 1.15 1.45
C 2.08 0.71 0.24
C 0.73 1.21 -0.23
C -0.40 0.22 0.02
N -1.60 0.51 -0.71
H 2.21 0.97 2.31
H 3.62 0.66 1.45
H 2.20 -0.41 0.29
H 2.79 0.83 -0.63
H 0.61 2.16 0.29
H 1.05 1.53 -1.31
H -0.57 0.13 1.12
H 0.02 -0.76 -0.27
H -1.39 1.14 -1.46
H -1.87 -0.39 -1.26
O -3.02 -3.12 -0.59
H -2.94 -2.18 -0.78
H -3.94 -3.13 -0.36

---

[3]
18
Properties=species:S:1:pos:R:3 method="wB97M-V/def2-TZVPD" total_charge=0 e_above_lowest_kj_mol=187.9 lumo_ev=0.953 smiles=NCCCN.O largest_force_ev_per_a=4.2 homo_ha=-0.3181
N 0.35 1.57 -0.71
C -0.63 0.51 -1.23
C 0.13 -0.76 -0.89
C 0.46 -1.20 0.51
N 1.38 -2.44 0.36
H 0.17 2.54 -0.95
H 1.30 1.49 -1.23
H -1.57 0.68 -0.78
H -0.82 0.60 -2.36
H 1.06 -0.64 -1.37
H -0.22 -1.55 -1.47
H 0.92 -0.21 1.01
H -0.51 -1.58 1.12
H 1.03 -3.26 0.98
H 2.35 -2.42 0.04
O -1.66 1.88 1.75
H -1.60 2.39 0.99
H -0.72 1.76 2.17

---

[4]
18
Properties=species:S:1:pos:R:3 method="wB97M-V/def2-TZVPD" total_charge=0 e_above_lowest_kj_mol=130.3 lumo_ev=0.906 smiles="C=C.NCO.N" largest_force_ev_per_a=1.3 homo_ha=-0.3386
C -4.27 3.15 -3.71
C -4.43 2.79 -2.46
H -3.97 4.12 -4.08
H -4.44 2.39 -4.48
H -4.22 3.40 -1.58
H -4.73 1.77 -2.27
N 2.28 -0.98 2.73
C 1.16 -1.84 2.51
O 1.26 -3.03 3.24
H 2.20 -0.20 2.10
H 3.18 -1.41 2.56
H 0.27 -1.26 2.82
H 0.96 -2.17 1.49
H 1.53 -2.79 4.14
N 3.17 -0.98 -0.58
H 3.83 -0.21 -0.66
H 3.66 -1.83 -0.39
H 2.55 -0.93 -1.37

---

[5]
18
Properties=species:S:1:pos:R:3 method="wB97M-V/def2-TZVPD" total_charge=+1 e_above_lowest_kj_mol=354.1 lumo_ev="-2.834 / -8.600" multiplicity=2 s2=0.755 largest_force_ev_per_a=6.4 homo_ha="-0.5156 / -0.5071"
C 1.05 -0.04 0.14
O 0.53 1.00 0.93
C 0.47 -1.35 0.64
N 1.04 -2.53 -0.17
H 1.15 -0.13 -0.98
H 2.08 -0.09 0.51
H 0.60 -1.53 1.72
H -0.64 -1.48 0.51
H 2.03 -2.78 -0.06
H 0.48 -3.37 -0.07
C -1.59 2.15 -0.48
N -1.26 0.78 -0.89
H -0.81 2.84 -0.70
H -2.48 2.55 -0.95
H -1.58 2.16 0.61
H -0.11 0.67 0.00
H -1.20 0.69 -1.88
H -1.85 0.14 -0.48

---

[6]
19
Properties=species:S:1:pos:R:3 method="wB97M-V/def2-TZVPD" total_charge=0 e_above_lowest_kj_mol=164.9 lumo_ev=0.710 smiles="CC/N=C/N.O.O" largest_force_ev_per_a=2.0 homo_ha=-0.3048
C 1.59 -1.88 -2.18
C 1.25 -0.40 -2.11
N 0.24 -0.19 -1.06
C 0.58 -0.23 0.15
N -0.17 -0.44 1.28
H 0.86 -2.52 -1.69
H 1.71 -2.28 -3.19
H 2.54 -1.99 -1.66
H 2.05 0.26 -1.74
H 0.89 -0.09 -3.08
H 1.66 -0.27 0.39
H -1.18 -0.59 1.29
H 0.34 -0.97 1.95
O -1.16 5.37 2.39
H -0.98 6.27 2.09
H -1.44 5.34 3.31
O -2.78 -1.52 1.08
H -3.37 -1.42 1.82
H -2.63 -2.46 0.96